DFT (ωB97M-V with the def2-TZVPD basis set) results for a molecular structure, C9H20BrNPt in a non-equilibrium geometry.

```
32
Properties=species:S:1:pos:R:3:forces:R:3
Pt 16.847 -7.993 -11.070 -0.3 -0.2 1.6
Br 16.281 -8.264 -8.410 0.3 0.1 -1.7
N 12.039 -8.122 -7.872 0.0 1.3 -0.1
C 12.849 -6.794 -8.009 0.1 -1.1 -0.7
C 11.978 -10.365 -6.648 0.9 0.4 -1.4
C 8.738 -6.848 -6.226 0.3 0.8 -0.3
C 12.060 -8.901 -9.227 0.4 0.2 0.3
C 12.198 -11.093 -8.008 -0.8 0.3 0.0
C 11.544 -10.336 -9.220 0.7 -0.1 1.8
C 10.597 -7.742 -7.625 0.2 0.0 1.9
C 10.261 -7.110 -6.233 -0.2 -0.6 -0.2
C 12.657 -8.915 -6.749 -1.0 -1.9 0.1
H 13.808 -7.082 -8.440 0.0 0.1 0.3
H 11.830 -12.118 -7.999 -0.2 0.1 0.3
H 10.456 -10.322 -9.164 -0.1 -0.3 0.3
H 8.619 -6.009 -6.912 -0.5 0.0 -0.1
H 12.383 -6.103 -8.712 -0.4 -0.3 0.0
H 10.922 -10.349 -6.376 0.0 0.3 0.1
H 13.280 -11.210 -8.067 0.1 0.2 -0.7
H 12.495 -10.998 -5.927 0.0 0.5 0.4
H 8.109 -7.672 -6.561 0.3 -0.2 -0.1
H 13.716 -8.999 -6.992 0.0 -0.2 0.0
H 10.061 -8.691 -7.656 -0.4 0.4 -0.6
H 10.369 -6.987 -8.378 -0.4 -0.5 -0.2
H 13.118 -8.929 -9.490 -0.1 0.3 -0.3
H 10.809 -6.180 -6.077 -0.1 0.1 -0.1
H 10.531 -7.750 -5.394 0.1 -0.3 -0.2
H 11.425 -8.320 -9.896 0.5 0.3 -0.1
H 11.784 -10.851 -10.151 0.2 0.3 -0.1
H 12.561 -8.391 -5.798 -0.1 0.2 -0.3
H 8.316 -6.526 -5.275 0.4 0.0 0.1
H 13.004 -6.276 -7.063 -0.3 -0.5 0.1
```
Forces are in eV/Å.

Properties
- ΔE to the lowest compared entry with this formula, charge and spin: 0.0 kJ/mol
- Net charge: +1
- E_HOMO (spin up / spin down): -11.63 / -13.19 eV
- Multiplicity: 4
- Kohn-Sham gap (spin up / spin down): 0.340 / 0.254 hartree
- Calculated total energy: -84426.3174 eV

=====

DFT (ωB97M-V with the def2-TZVPD basis set) results for 2 unconnected molecules or ions with the total composition C4H10BrFNOP in a non-equilibrium geometry.

```
19
Properties=species:S:1:pos:R:3:forces:R:3
Br -0.995 0.096 3.078 -0.3 0.3 0.9
P -1.646 0.258 0.916 0.6 -1.2 -0.1
F -1.417 -2.388 -1.914 -0.5 0.5 1.1
O -1.681 -1.166 0.447 -0.9 0.0 -0.3
N 0.231 0.574 0.448 -0.7 0.4 0.2
C 1.211 -1.416 1.358 -3.5 -1.8 -4.0
C 0.265 1.763 -0.327 -0.8 1.3 -2.5
C -0.393 1.343 -1.742 -1.1 0.0 1.0
C 1.241 -0.175 0.579 0.3 0.3 1.9
H -1.712 -2.015 -1.063 0.6 -0.4 -0.9
H -0.833 2.236 -2.264 0.6 -1.0 0.4
H -0.453 2.611 -0.003 1.5 -1.5 0.3
H 2.251 0.145 0.340 -0.1 0.5 -0.8
H 1.977 -2.010 0.931 0.7 -1.1 -0.6
H 1.327 2.071 -0.353 -0.7 0.4 -0.5
H 0.143 -1.911 1.172 2.5 0.8 0.9
H -1.231 0.587 -1.531 0.9 1.4 -0.2
H 0.223 0.741 -2.396 0.7 0.3 -0.1
H 1.492 -1.343 2.325 0.4 0.7 3.3
```
Forces are in eV/Å.

Properties
- ΔE to the lowest compared entry with this formula, charge and spin: 82.4 kJ/mol
- Net charge: 0
- E_HOMO: -9.33 eV
- Multiplicity: 1
- Kohn-Sham gap: 0.339 hartree
- Calculated total energy: -89896.8375 eV

=====

DFT (ωB97M-V with the def2-TZVPD basis set) results for a single C4H6N2O molecule in a non-equilibrium geometry.

```
13
Properties=species:S:1:pos:R:3:forces:R:3
O 1.131 1.351 1.147 0.2 0.2 0.2
N 0.401 2.278 -1.835 0.4 2.9 -2.7
N 0.724 0.041 1.390 -0.7 -0.7 -1.1
C -0.469 -1.878 0.661 0.1 0.2 0.2
C -0.380 0.137 -0.886 0.2 -1.6 1.9
C 0.041 1.273 -1.349 -0.7 -1.9 1.2
C 0.022 -0.460 0.422 -0.2 0.5 0.4
H -0.385 2.860 -2.146 0.5 0.6 0.7
H 1.692 1.550 1.918 -0.4 -0.1 -0.5
H 0.393 -2.549 0.731 -0.2 0.0 0.0
H -1.022 -0.462 -1.517 0.4 -0.1 -0.2
H -1.023 -1.912 1.604 0.1 -0.1 -0.1
H -1.124 -2.228 -0.140 0.1 0.1 0.1
```
Forces are in eV/Å.

Properties
- ΔE to the lowest compared entry with this formula, charge and spin: 366.1 kJ/mol
- Net charge: 0
- E_HOMO: -8.35 eV
- SMILES string: C/C(C=C=N)=N/O
- Multiplicity: 1
- Kohn-Sham gap: 0.335 hartree
- Calculated total energy: -9269.7078 eV

=====

DFT (ωB97M-V with the def2-TZVPD basis set) results for a single C5H9NO molecule.

```
16
Properties=species:S:1:pos:R:3:forces:R:3
O -0.712 -0.159 0.623 -0.1 0.0 0.0
N -1.819 1.769 1.086 0.2 -0.2 -0.1
C -0.746 1.204 0.720 -0.2 0.2 0.1
C 0.477 2.023 0.419 0.0 0.0 0.0
C 0.064 -2.251 -0.296 0.0 -0.1 0.1
C 0.491 -1.214 -1.303 0.0 0.1 -0.2
C 0.404 -0.871 0.155 0.2 0.0 0.0
H 1.323 -0.710 0.716 -0.2 0.0 -0.1
H 0.218 3.063 0.628 0.1 -0.2 -0.1
H 0.776 1.933 -0.631 0.0 -0.1 0.1
H -0.992 -2.500 -0.267 0.2 0.1 0.0
H -0.275 -0.811 -1.959 0.1 0.0 0.1
H -2.534 1.055 1.241 0.0 0.1 0.0
H 1.332 1.740 1.042 -0.1 -0.1 -0.1
H 0.735 -3.069 -0.053 -0.1 0.2 0.0
H 1.476 -1.309 -1.751 -0.2 0.1 0.1
```
Forces are in eV/Å.

Properties
- ΔE to the lowest compared entry with this formula, charge and spin: 188.8 kJ/mol
- Net charge: 0
- E_HOMO: -9.65 eV
- SMILES string: [H]/N=C(/C)OC1CC1
- Multiplicity: 1
- Kohn-Sham gap: 0.392 hartree
- Calculated total energy: -8867.2557 eV